No. 1
DFT (the ωB97M-V functional and the def2-TZVPD basis) results for a structure of composition C3H6NO3S2.

total charge: -1
M: 168.2 g/mol
LUMO level: 3.33 eV
total energy: -1194.80074 a.u.
relative energy (zero: lowest compared OMol25 entry of this formula, charge and spin): 33.3 kJ/mol

The geometry in XYZ format:
```
15
C3H6NO3S2 | OMol25 | the ωB97M-V functional and the def2-TZVPD basis
C -1.2363 -0.2319 0.4610
C -0.4133 -0.6103 -0.7755
C -1.3046 1.2522 0.2564
N 0.8028 0.2775 -0.8593
O 2.3708 -1.6235 -0.7592
O 3.0776 0.5520 0.1739
O 1.5065 -0.7933 1.3595
S 0.3983 1.7570 -0.2078
S 2.0624 -0.4477 0.0513
H -2.1697 -0.7764 0.5798
H -0.5805 -0.5736 1.3551
H 0.0750 -1.5891 -0.4140
H -0.9511 -0.7176 -1.6942
H -2.0503 1.5062 -0.5894
H -1.5879 2.0185 1.0625
```


No. 2
DFT (the ωB97M-V functional and the def2-TZVPD basis) results for a cluster of 2 separate species, C3H6NO4 in total.

total charge: -1
M: 120.1 g/mol
LUMO level: 3.74 eV
total energy: -473.72171 a.u.
relative energy (zero: lowest compared OMol25 entry of this formula, charge and spin): 139.5 kJ/mol

The geometry in XYZ format:
```
14
C3H6NO4 | OMol25 | the ωB97M-V functional and the def2-TZVPD basis
O 2.6138 -0.1565 1.1213
C 1.4369 -0.1605 0.8511
C 0.6433 1.0589 0.4503
N -0.7363 0.9302 0.8658
C -1.6281 0.1520 0.0344
O -2.8330 0.4064 0.1860
O -1.0835 -0.7187 -0.6937
H 0.8133 -1.0729 0.8630
H 1.1000 1.9294 0.9277
H 0.7454 1.1818 -0.6392
H -1.2064 1.8059 1.0522
H 1.8668 -1.4439 -1.5378
H 0.3433 -1.1444 -1.5681
O 1.1482 -1.2389 -2.1367
```


No. 3
DFT (the ωB97M-V functional and the def2-TZVPD basis) results for an isolated molecule of C3H6NOP.

total charge: 0
M: 103.1 g/mol
LUMO level: 0.83 eV
total energy: -589.14924 a.u.
structure (SMILES): PC1=NCCO1
relative energy (zero: lowest compared OMol25 entry of this formula, charge and spin): 254.6 kJ/mol

The geometry in XYZ format:
```
12
C3H6NOP | OMol25 | the ωB97M-V functional and the def2-TZVPD basis
P 2.6886 -0.0293 0.2679
C 0.9601 -0.3614 0.0876
N 0.1524 -1.2700 -0.0412
C -1.1985 -0.9482 -0.0814
C -1.2710 0.6156 0.0647
O -0.0060 1.0682 0.1403
H 2.5081 1.1670 0.8864
H 2.8885 0.6459 -1.0169
H -1.4565 -1.5547 0.6974
H -1.6958 -1.1978 -0.9632
H -1.7600 1.0121 -0.9781
H -1.8098 0.8526 0.9365
```


No. 4
DFT (the ωB97M-V functional and the def2-TZVPD basis) results for a structure of composition C3H6NOP.

total charge: 0
M: 103.1 g/mol
LUMO level: -0.42 eV
total energy: -589.10130 a.u.
relative energy (zero: lowest compared OMol25 entry of this formula, charge and spin): 380.5 kJ/mol

The geometry in XYZ format:
```
12
C3H6NOP | OMol25 | the ωB97M-V functional and the def2-TZVPD basis
C 0.0866 -0.7761 1.0517
C 0.9879 -0.4056 -1.2349
C -0.1543 -0.5149 -0.3232
N -0.7641 1.3534 -0.0739
O -0.6618 -0.5098 1.9730
P -1.8351 1.4262 1.0367
H 1.0410 -1.1947 1.4032
H 1.8705 0.1501 -0.7458
H 0.8944 0.0940 -2.1345
H 1.2094 -1.3692 -1.4138
H -1.0087 -1.1827 -0.7395
H -1.6657 2.9295 1.2010
```


No. 5
DFT (the ωB97M-V functional and the def2-TZVPD basis) results for a cluster of 2 separate species, C3H6NP in total.

total charge: 0
M: 87.1 g/mol
LUMO level (spin up / spin down): -1.21 / -1.65 eV
total energy: -513.84200 a.u.
relative energy (zero: lowest compared OMol25 entry of this formula, charge and spin): 335.3 kJ/mol

The geometry in XYZ format:
```
11
C3H6NP | OMol25 | the ωB97M-V functional and the def2-TZVPD basis
C -2.2211 -0.2632 -0.0360
C 0.5559 0.8882 0.1784
C -1.2357 -1.2089 -0.2038
N -3.0510 0.5030 0.2045
P 0.4844 -0.9551 0.2774
H 0.4080 1.1689 -0.8655
H 1.5382 1.2244 0.5043
H -0.2122 1.3573 0.7912
H -1.5232 -2.1901 -0.5462
H -0.0945 -0.7575 -2.2749
H 0.2698 -0.9791 1.6764
```


No. 6
DFT (the ωB97M-V functional and the def2-TZVPD basis) results for a cluster of 2 separate species, C3H6NP in total.

total charge: 0
M: 87.1 g/mol
LUMO level (spin up / spin down): -0.83 / -1.42 eV
total energy: -513.85387 a.u.
relative energy (zero: lowest compared OMol25 entry of this formula, charge and spin): 304.1 kJ/mol

The geometry in XYZ format:
```
11
C3H6NP | OMol25 | the ωB97M-V functional and the def2-TZVPD basis
C -1.6698 0.2653 -0.1455
C 1.5814 0.9866 -0.1629
C -1.8359 -1.1203 -0.1270
N -1.2895 1.3536 -0.1336
P 1.3947 -0.8312 -0.1265
H 1.9492 1.4939 -1.1179
H 2.2010 1.3763 0.6863
H 0.4138 1.2175 0.0742
H -2.1403 -1.5606 0.8865
H -1.8358 -1.8000 -1.0780
H 1.2312 -1.3812 1.2445
```


Q: Which formula does entry 5 have?
A: C3H6NP